[1]
C35H65FN2O9P | ωB97M-V/def2-TZVPD

Values from the calculation:
- E_LUMO (eV) = -4.649
- net charge = +1
- gap between HOMO and LUMO (eV) = 6.19
- spin multiplicity = 1
- energy (hartree) = -2599.61886

Each line ends with the Mulliken charge.
Positions of all 113 atoms, in Å:
P1 2.7383 0.0448 -0.7365  0.032
F1 2.5108 -5.0999 1.5694  -0.361
O1 -5.8110 1.8922 -4.4821  -0.585
O2 -4.9425 7.2335 -3.8569  -0.548
O3 -2.7534 -1.8572 2.8769  -0.270
O4 -0.9565 -6.2463 0.7318  -0.526
O5 -0.8291 -5.6192 3.0506  -0.201
O6 4.4357 2.2828 -4.8305  -0.573
O7 5.7692 -1.7809 4.1640  -0.447
O8 -6.3639 -0.1427 -0.1822  -0.490
O9 10.4416 -1.6072 4.1532  -0.575
N1 -0.0718 -4.7828 3.8037  -0.378
N2 1.8188 -1.3690 -0.0544  0.169
C1 -4.4991 0.0721 3.2455  -0.550
C2 9.8060 -2.4057 4.8396  0.742
C3 8.3043 -2.4789 4.7643  -0.799
C4 -4.5158 3.8824 -4.2313  -0.996
C5 2.6267 -2.5433 0.4776  0.431
C6 0.1589 -3.9344 1.0704  0.192
C7 -7.3865 -1.0567 -2.1367  -0.817
C8 0.1784 1.2115 1.7446  -0.151
C9 -7.1309 7.5192 -4.7682  -1.029
C10 4.2603 -2.6550 0.5283  -0.482
C11 -5.2094 2.6478 -3.7206  0.815
C12 -5.7223 7.9594 -4.4716  0.832
C13 3.9285 0.7764 0.6021  -0.634
C14 4.6055 1.5163 -5.7773  0.880
C15 3.6746 1.5173 -6.9603  -1.105
C16 5.7520 0.5410 -5.7976  -1.110
C17 -0.5733 -5.2921 1.6240  0.039
C18 -7.8280 -1.9851 0.2221  -1.332
C19 3.7186 -0.4610 -2.2958  -0.866
C20 4.8761 -2.8636 2.0532  -0.361
C21 -3.8135 -1.3306 3.7509  -0.361
C22 1.7985 -3.8742 1.0623  0.076
C23 5.0482 -1.4656 2.8996  0.235
C24 -0.7635 1.1922 0.4106  -0.446
C25 10.4998 -3.3473 5.7873  -1.106
C26 0.2752 -1.3330 -0.0733  0.423
C27 -7.1241 -0.9854 -0.6562  0.910
C28 -0.2723 0.1909 2.9461  0.703
C29 -3.0639 -1.6865 1.4497  0.387
C30 -2.2736 -2.6944 0.4324  -1.070
C31 -0.4874 -0.0097 -0.6562  -0.735
C32 -5.1385 2.3735 -2.2422  -0.080
C33 -5.3047 9.3220 -4.9562  -1.104
C34 0.8825 0.3702 4.1431  -0.938
C35 -0.6410 -2.6005 0.4640  0.369
H1 -7.8410 8.2055 -4.3000  0.331
H2 4.2196 -3.5820 2.7230  0.176
H3 -6.8118 -0.2752 -2.6451  0.057
H4 -5.2023 -0.0934 2.2954  0.048
H5 -4.0965 2.2478 -1.9373  0.111
H6 -7.2913 6.5159 -4.3591  0.243
H7 5.7569 -0.7469 2.2911  0.124
H8 7.9410 -1.7421 4.0400  0.179
H9 2.9463 -1.0149 -3.0130  0.332
H10 -7.0722 -2.0294 -2.5233  0.314
H11 5.3690 -0.4815 -5.8453  0.305
H12 -4.6974 -2.1059 3.9484  0.288
H13 5.0115 0.3325 0.5145  0.306
H14 -5.6004 3.1953 -1.6893  0.344
H15 -1.8845 1.2905 0.7777  0.236
H16 3.4769 0.6298 1.6971  -0.041
H17 5.9703 -3.3086 1.8855  0.320
H18 4.0575 0.5086 -2.8838  0.239
H19 -4.6508 3.9520 -5.3159  0.300
H20 1.8457 0.9035 3.6833  0.203
H21 1.2866 -0.6882 4.5190  0.200
H22 4.8416 -1.7903 -0.0016  -0.062
H23 5.0563 -1.6232 4.8746  0.285
H24 -4.2633 9.5052 -4.6708  0.288
H25 4.0401 1.9446 0.4042  0.435
H26 -2.7049 -3.7861 0.6392  0.456
H27 0.8302 -5.2680 4.0033  0.243
H28 -7.5333 -2.9992 -0.0594  0.343
H29 0.0834 2.3110 2.2010  0.420
H30 -5.3823 9.3689 -6.0453  0.326
H31 10.2903 -4.3816 5.5031  0.311
H32 -5.9333 10.0887 -4.4963  0.333
H33 1.3223 1.0465 1.5636  -0.545
H34 -7.2899 7.4858 -5.8490  0.321
H35 -4.2251 -1.9400 1.3345  0.281
H36 -8.9102 -1.8636 0.1298  0.410
H37 11.5813 -3.1820 5.7361  0.313
H38 -1.5576 -0.3798 -1.0345  0.229
H39 7.9970 -3.4745 4.4346  0.303
H40 -3.6922 0.8669 2.8934  0.123
H41 2.8952 2.2716 -6.8081  0.302
H42 6.3988 0.7457 -6.6543  0.405
H43 -2.6155 -2.4184 -0.6640  0.370
H44 7.8718 -2.2512 5.7419  0.299
H45 -8.4491 -0.8939 -2.3340  0.317
H46 10.1651 -3.1582 6.8103  0.314
H47 -3.2902 -1.0817 4.7946  0.271
H48 -3.4461 3.8239 -4.0150  0.317
H49 -4.9500 4.7713 -3.7670  0.174
H50 -5.6832 1.4502 -2.0179  -0.363
H51 0.0212 0.4587 -1.6288  0.448
H52 -0.5625 -4.4885 4.6761  0.250
H53 -0.5436 2.2137 -0.1680  0.369
H54 -1.2914 0.4445 3.4617  0.022
H55 -7.5438 -1.8145 1.2659  0.273
H56 4.5489 -3.6524 -0.0613  0.450
H57 -5.1655 0.6139 4.0414  0.362
H58 -0.2526 -0.9458 2.6705  -0.287
H59 3.9808 -1.0183 3.0852  -0.220
H60 6.3396 0.6527 -4.8801  0.282
H61 -2.9351 -0.5997 1.0368  -0.277
H62 0.5128 1.0555 5.0178  0.314
H63 3.1992 0.5383 -7.0598  0.312
H64 4.6499 -1.1630 -2.0800  0.326
H65 4.2288 1.7656 -7.8689  0.335


[2]
C35H65N4O4PS2Tl | ωB97M-V/def2-TZVPD

Values from the calculation:
- E_LUMO (eV) = -2.760
- net charge = +1
- gap between HOMO and LUMO (eV) = 8.11
- spin multiplicity = 1
- energy (hartree) = -3202.84952
- ΔE to the lowest compared entry with this formula, charge and spin (kcal/mol) = 0.5

Each line ends with the Mulliken charge.
Positions of all 112 atoms, in Å:
Tl1 0.2654 0.2499 -0.1377  1.303
S1 -4.1939 -1.4097 1.6317  -0.117
S2 -2.3932 0.3991 0.0625  -0.379
P1 -0.3450 -3.0019 0.1754  -0.669
O1 0.6243 -1.8738 -0.2413  -0.252
O2 0.4254 -4.3728 -0.0149  0.083
O3 -1.3888 -3.0503 -1.0212  0.584
O4 -0.9652 -2.8316 1.5104  -0.429
N1 -0.0344 0.4049 -2.3332  0.114
N2 -0.9146 2.5140 -2.1120  0.964
N3 -1.4298 1.2748 -4.0084  0.255
N4 -2.0187 -0.4923 2.5591  0.194
C1 3.1145 1.4039 -1.5479  -1.967
C2 4.4241 2.8769 0.0251  -1.825
C3 3.2900 -0.3428 1.4372  -1.396
C4 1.9293 2.6170 0.3722  0.193
C5 -1.3761 0.0579 -4.8174  -0.899
C6 -1.7006 3.6754 -2.5088  -0.366
C7 1.7825 -4.1961 2.0394  -1.636
C8 3.1365 1.4974 3.1441  -1.682
C9 1.6497 -4.8060 0.6531  1.667
C10 1.1224 3.6871 0.6035  -1.091
C11 -0.9872 -1.1305 -3.9665  -0.272
C12 -2.8188 -4.8153 -0.0501  -1.319
C13 -2.3444 -4.1183 -1.3166  1.757
C14 3.0630 2.6532 -0.6580  2.469
C15 -1.7114 3.7861 3.2742  -1.915
C16 -0.7820 1.3737 -2.8331  0.105
C17 2.8677 3.8481 -1.6041  -2.049
C18 -3.5058 -3.4163 -1.9999  -1.516
C19 0.2465 -0.7656 -3.1679  -0.538
C20 -0.8490 4.4160 2.1812  2.026
C21 -1.7546 4.8624 1.0271  -1.612
C22 -2.1021 2.4302 -4.5933  -0.680
C23 -2.4813 -1.2825 3.6929  -0.836
C24 1.4488 -0.3201 3.0566  -1.833
C25 0.1610 3.4243 1.6615  -0.483
C26 -1.6724 -5.0969 -2.2671  -1.475
C27 0.3567 2.1592 2.0662  -1.377
C28 -2.7596 3.2522 -3.5041  -0.984
C29 2.3411 0.5887 2.1939  2.048
C30 1.5217 -6.3168 0.7366  -1.956
C31 1.4502 1.5009 1.3039  1.749
C32 -3.5698 -2.2064 3.1488  -0.368
C33 -2.7491 -0.4723 1.4740  0.629
C34 -0.1087 5.6343 2.7479  -1.762
C35 2.8106 -4.3920 -0.2386  -1.381
H1 -3.2718 -4.0959 0.6301  -0.011
H2 0.8654 0.2440 3.7864  0.231
H3 0.5118 6.1119 1.9880  0.320
H4 -1.3925 3.0363 -5.1671  0.260
H5 -1.6509 -1.8647 4.0882  0.268
H6 4.7399 2.0385 0.6373  0.266
H7 5.1892 3.0301 -0.7380  0.539
H8 0.7772 -0.9441 2.4562  0.460
H9 3.7956 2.1752 2.6073  0.282
H10 0.6681 -6.5913 1.3570  0.394
H11 0.5373 5.3446 3.5780  0.383
H12 2.7456 -1.0216 0.7737  -0.070
H13 -0.8255 -5.5830 -1.7876  0.122
H14 1.8984 3.8152 -2.1071  0.162
H15 -2.2632 2.9223 2.8916  0.300
H16 3.7482 0.8882 3.8118  0.479
H17 -0.6592 0.1969 -5.6334  0.282
H18 3.7554 -4.7255 0.1916  0.435
H19 2.8323 -3.3071 -0.3412  0.043
H20 -2.4956 5.5796 1.3840  0.544
H21 -2.1547 4.1030 -1.6172  0.163
H22 -4.2698 -4.1435 -2.2746  0.470
H23 -1.0482 4.4341 -2.9540  0.302
H24 1.0882 -0.5465 -3.8343  0.206
H25 -2.8468 2.0499 -5.2915  0.405
H26 2.9591 4.8018 -1.0841  0.431
H27 2.0813 -1.0004 3.6283  0.603
H28 4.0101 1.4409 -2.1708  0.711
H29 -1.9987 -5.3163 0.4627  0.176
H30 -1.1040 3.4653 4.1232  0.363
H31 2.6769 -4.6003 2.5148  0.585
H32 -0.2460 2.6520 -1.3642  -0.839
H33 3.8240 -0.9630 2.1592  0.632
H34 2.4231 -6.7467 1.1740  0.450
H35 2.2515 1.3657 -2.2151  0.239
H36 1.1827 4.6271 0.0748  0.709
H37 3.1506 0.4722 -0.9868  0.161
H38 -2.3614 -0.0823 -5.2648  0.499
H39 4.0375 0.1864 0.8567  0.086
H40 -3.1670 -2.9196 -2.9093  0.331
H41 1.8903 -3.1133 1.9779  0.273
H42 2.7038 -4.8340 -1.2292  0.343
H43 0.5398 -1.5838 -2.5167  0.032
H44 -1.7896 -1.3826 -3.2697  -0.244
H45 -2.4366 4.5128 3.6424  0.427
H46 2.4626 2.0987 3.7562  0.266
H47 0.9154 -4.4261 2.6566  0.288
H48 -3.9460 -2.6730 -1.3355  0.302
H49 -2.2828 4.0058 0.5996  0.182
H50 -3.5233 2.6507 -3.0063  0.299
H51 -3.1317 -3.1566 2.8601  0.130
H52 4.3924 3.7661 0.6568  0.343
H53 3.6405 3.8218 -2.3732  0.498
H54 -2.3879 -5.8593 -2.5771  0.484
H55 -1.3183 -4.5739 -3.1568  0.216
H56 -1.1565 0.0312 2.5975  -0.598
H57 -3.2424 4.1303 -3.9303  0.460
H58 -2.8634 -0.6080 4.4628  0.528
H59 -0.1649 1.6994 2.8890  0.413
H60 1.3831 -6.7411 -0.2580  0.367
H61 -4.3865 -2.3386 3.8522  0.600
H62 -0.8017 -1.9948 -4.6044  0.614
H63 -1.1748 5.3496 0.2407  0.296
H64 -3.5668 -5.5628 -0.3161  0.582
H65 -0.8235 6.3744 3.1113  0.447


Q: The lowest E_LUMO belongs to which entry?
A: C35H65FN2O9P


Q: Which value of gap between HOMO and LUMO does entry 2 give?
A: 8.11 eV


Q: energy of number 1 (C35H65FN2O9P)?
A: -2599.61886 hartree